[1]
ORCA calculation (ωB97M-V/def2-TZVPD) on a 10-piece molecular cluster, C22H64F6N2O11P overall at a distorted geometry.

Atoms and positions in Å:
P 0.20633 -0.70303 0.75696
F 0.80106 0.52118 -0.07090
F 1.73957 -0.96381 1.20641
F 0.09088 0.10214 2.03843
F -0.40904 -2.06208 1.45165
F -1.21075 -0.29333 0.21770
F 0.43494 -1.57755 -0.60785
C -3.25325 3.07311 -2.65262
O -3.56824 2.66829 -1.35316
C -2.35272 2.63214 -0.60587
C -2.54387 2.28175 0.95806
N -3.48172 3.09925 1.76201
C -2.78735 4.28524 2.37620
C -3.80557 5.23447 3.01075
O -4.54946 5.80518 1.97125
C -5.43769 6.82663 2.43563
H -4.22465 3.13553 -3.14312
H -2.51508 2.48359 -3.19637
H -2.69796 4.00960 -2.60026
H -1.70374 3.50045 -0.71974
H -1.83592 1.76325 -1.01337
H -1.54155 2.29500 1.38617
H -2.86808 1.24774 1.07560
H -4.31386 3.47336 1.32879
H -2.00157 4.78503 1.80976
H -2.31721 3.78682 3.22393
H -3.29240 5.91955 3.68561
H -4.47230 4.63698 3.63250
H -6.16045 6.37383 3.11438
H -5.91607 7.38397 1.63026
H -4.92111 7.60346 2.99936
C 0.19223 -1.16208 -6.23636
O -0.76489 -1.49559 -5.21473
C -1.06707 -0.50597 -4.29389
C -2.21076 -1.00632 -3.33501
N -1.57927 -2.05329 -2.56830
C -2.53511 -2.83759 -1.78282
C -1.74805 -4.08376 -1.28269
O -1.21794 -4.73361 -2.43927
C -1.47350 -6.14522 -2.29796
H 1.18406 -0.97659 -5.82408
H -0.11182 -0.20551 -6.66135
H 0.38962 -1.86926 -7.04198
H -1.41635 0.31425 -4.92106
H -0.15940 -0.06734 -3.87937
H -3.08937 -1.15849 -3.96190
H -2.52831 -0.29066 -2.57667
H -1.02852 -1.51630 -1.91375
H -3.53272 -2.97826 -2.19884
H -2.76136 -2.18511 -0.93950
H -2.39177 -4.71436 -0.66946
H -0.92779 -3.87811 -0.59495
H -0.85660 -6.52888 -1.48535
H -1.05846 -6.67962 -3.15251
H -2.54611 -6.33910 -2.30224
C -2.59000 0.78001 4.35363
O -3.81145 1.48774 3.94732
H -2.95812 -0.16070 4.76309
H -2.02660 0.58990 3.44010
H -2.14146 1.38970 5.13798
H -3.76069 1.88941 3.07687
C 3.81546 -0.21551 3.38106
O 4.80564 0.40327 4.12913
H 3.79365 -0.10438 2.29696
H 3.91249 -1.26576 3.65610
H 2.81960 -0.02384 3.78061
H 4.68357 0.08820 5.02771
C 0.88859 -3.56075 3.89167
O 0.77765 -2.18526 4.23699
H 1.28076 -3.79369 2.90170
H 1.30572 -4.24412 4.63134
H -0.11862 -3.96766 3.80200
H 0.62540 -1.76407 3.38786
C 2.28759 -2.34975 -3.16328
O 1.15004 -3.15311 -2.95981
H 2.13945 -1.66214 -3.99595
H 2.59072 -1.84670 -2.24504
H 3.06801 -3.04940 -3.46249
H 1.42725 -3.69626 -2.21837
C 2.90107 4.18855 1.65194
C 2.05655 2.90673 1.33154
O 0.72815 2.99870 1.69932
H 2.52328 5.05196 1.10431
H 3.92127 4.09758 1.27911
H 2.86758 4.38962 2.72271
H 2.52544 2.04678 1.80981
H 2.10531 2.69144 0.26412
H 0.45492 2.10285 1.91004
C 3.80524 -4.26171 -0.18787
C 2.29702 -4.13069 0.12018
O 1.59198 -5.00062 -0.80645
H 4.11261 -5.29690 -0.03955
H 4.33268 -3.68896 0.57493
H 4.18248 -4.02284 -1.18222
H 1.89146 -3.11984 0.07767
H 1.84291 -4.59095 0.99771
H 1.00855 -5.61500 -0.35507
C 4.35209 1.60066 -0.84884
C 5.13720 0.71482 -1.92642
O 6.47570 0.71420 -1.54048
H 4.41409 1.19448 0.16076
H 3.32345 1.33596 -1.09367
H 4.66524 2.64469 -0.85471
H 4.89383 1.20732 -2.86787
H 4.81390 -0.31884 -2.04939
H 6.95912 0.34381 -2.28258

Cartesian forces (eV/Å) of the 6 atoms listed first:
1.690 -2.310 -4.010
0.299 1.823 -0.399
0.505 -1.710 0.361
-1.410 2.025 3.257
0.667 0.711 0.241
-1.782 0.060 0.238

Computed properties:
Net charge: -1
Frontier orbital gap: 7.829 eV
Maximum force: 4.93 eV/A
E: -2754.30705 Eh

=====

[2]
ORCA calculation (ωB97M-V/def2-TZVPD) on a 10-piece molecular cluster, C22H64N2O13 overall at a distorted geometry.

Atoms and positions in Å:
C -3.13066 8.35656 1.35059
O -3.46066 7.17856 1.93059
C -2.79666 6.02956 1.44759
C -3.63166 4.78156 1.86659
N -2.84666 3.49756 1.41359
H -2.82166 3.75256 0.32259
H -1.91666 3.62556 1.78559
C -3.44266 2.26756 1.77859
C -2.60966 1.10656 1.26559
O -3.04566 -0.11144 1.81259
C -2.24266 -1.25644 1.43759
H -2.09966 8.46356 1.29059
H -3.35666 9.34156 1.82959
H -3.32066 8.27956 0.38359
H -1.77566 6.06756 1.84959
H -2.67466 6.08156 0.35459
H -4.63066 4.66156 1.59059
H -3.84766 4.84056 2.97659
H -4.33366 2.16056 1.57559
H -3.29166 2.20456 2.81459
H -1.36866 1.19756 1.61359
H -2.72266 0.96256 0.22059
H -1.11566 -1.29644 1.81059
H -2.28466 -1.28144 0.39359
H -2.75066 -2.23644 1.75859
N 0.76034 -1.02944 -0.76041
O 0.30934 -2.19844 -1.22641
O 0.05434 -0.02144 -0.92641
O 1.63034 -1.00844 0.08759
C 1.48734 0.87056 3.74159
C 2.98134 1.24956 3.53259
O 3.22634 2.12456 4.58959
H 1.00834 1.87556 3.64559
H 1.40634 0.38256 4.78659
H 1.07834 0.21556 2.74959
H 3.12634 2.06956 2.62659
H 3.61734 0.35256 3.50459
H 3.98934 2.45356 4.58659
C -0.29366 -7.06744 -0.60241
C 0.18934 -5.51544 -0.55241
O -0.82466 -4.68244 -1.10341
H -1.15566 -7.16644 0.01059
H 0.53034 -7.77744 -0.26641
H -0.66166 -7.31044 -1.61041
H 1.14434 -5.36944 -1.13241
H 0.30834 -5.25144 0.49559
H -0.49666 -3.86944 -0.96041
C 1.32434 -4.26144 3.78859
C 1.12134 -3.01344 2.82759
O 1.99434 -3.10744 1.68759
H 2.38934 -4.47044 4.16959
H 1.09834 -5.05644 3.27259
H 0.89934 -3.95144 4.69759
H 1.40534 -2.09244 3.33859
H 0.10034 -3.03444 2.54559
H 1.84634 -2.27444 1.28459
C 6.38334 -1.68344 1.23359
C 4.94034 -1.28244 1.26059
O 4.35734 -1.42544 -0.05041
H 6.58234 -2.64244 0.85059
H 6.89734 -1.73044 2.28859
H 6.86734 -0.87044 0.68759
H 4.92634 -0.47444 1.67559
H 4.62534 -2.01044 2.08059
H 3.53734 -1.05444 -0.11441
C -3.60666 -2.10344 -4.46441
C -2.79966 -1.73144 -3.18241
O -1.49866 -1.43844 -3.52241
H -3.41966 -1.17344 -5.23641
H -4.59966 -2.52744 -4.34441
H -2.92866 -2.98044 -5.12141
H -3.09966 -2.54744 -2.46841
H -3.13366 -0.86044 -2.65341
H -1.12266 -1.43344 -2.61041
C 3.36134 3.54156 -0.34341
C 2.58534 2.36856 -0.81841
O 1.60634 2.13456 0.11659
H 4.17734 3.76056 -1.21241
H 3.92234 3.38456 0.75359
H 2.90634 4.49456 -0.22141
H 3.19534 1.51156 -0.99841
H 1.97934 2.61356 -1.74441
H 1.26134 1.41056 -0.02141
C -0.69266 3.52056 -1.76441
C -2.01766 3.59356 -2.33441
O -3.05666 3.47956 -1.27741
H -0.39066 4.55156 -1.60741
H 0.02134 3.42556 -2.58641
H -0.53066 2.83756 -0.76341
H -2.25566 2.75656 -3.00341
H -2.47566 4.30956 -2.96841
H -3.80466 3.34856 -1.83941
C 1.21434 -3.79344 -4.46841
C -0.18266 -4.09744 -5.02041
O -0.10866 -5.32444 -5.82541
H 0.99134 -2.80144 -3.94341
H 1.88534 -3.63844 -5.24841
H 1.69134 -4.52344 -3.87141
H -0.63066 -3.37644 -5.30441
H -0.80366 -4.44444 -4.04741
H -0.83266 -5.81344 -5.64741

Cartesian forces (eV/Å) of the 6 atoms listed first:
1.587 2.068 2.205
-1.632 -2.163 2.138
-0.757 0.585 -0.302
2.140 -0.110 2.352
-0.880 5.192 -2.141
0.060 -1.629 1.518

Computed properties:
Net charge: 0
Frontier orbital gap: 8.285 eV
Maximum force: 15.57 eV/A
E: -1963.48060 Eh
ΔE to the lowest compared entry with this formula, charge and spin: 2.936 eV

=====

[3]
ORCA calculation (ωB97M-V/def2-TZVPD) on a 10-piece molecular cluster, C22H64N8O10 overall at a distorted geometry.

Atoms and positions in Å:
N 12.22721 12.07604 6.89324
C 11.53605 11.91232 7.99946
N 12.34209 11.75802 8.99098
O 10.33815 12.08580 8.08076
H 11.71215 11.88492 6.04572
H 13.23705 12.06412 6.87956
H 12.00713 11.73600 9.94356
H 13.32915 11.92168 8.85310
N 14.36800 8.88989 17.19312
C 13.10644 8.81020 16.82553
N 12.77730 7.60510 16.56066
O 12.34523 9.77980 16.68648
H 14.79780 9.79162 17.34235
H 14.91163 8.03936 17.15894
H 13.49771 6.90544 16.66832
H 12.05731 7.53900 15.85544
N 10.46732 6.11912 13.00362
C 10.02758 6.06648 14.24154
N 10.92111 5.80048 15.19462
O 8.90002 6.38924 14.60664
H 11.43215 5.93808 12.76608
H 9.87823 6.43776 12.24762
H 10.58257 5.82456 16.14590
H 11.78619 5.36984 14.90092
N 9.65176 9.25150 9.93892
C 9.54086 8.00252 9.67572
N 8.93649 7.77984 8.52932
O 10.10630 7.16038 10.36785
H 10.12674 9.60652 10.75652
H 9.16170 9.96542 9.41906
H 8.71567 8.62626 8.02443
H 8.78814 6.84970 8.16470
C 7.44163 14.36132 14.40878
C 8.18579 13.77700 13.22244
C 7.98621 12.30732 12.92852
O 7.78431 14.44682 12.01512
H 6.37279 14.37050 14.19524
H 7.75772 15.36868 14.67974
H 7.47511 13.75010 15.31066
H 9.24754 13.91518 13.42664
H 8.70046 11.86100 12.23662
H 7.00845 12.14784 12.47396
H 7.90984 11.79828 13.88934
H 8.30889 15.22186 11.80124
C 7.65986 10.84274 17.17582
C 9.03562 10.21020 17.13868
C 9.03335 8.98578 16.22305
O 10.05529 11.07648 16.69274
H 7.60873 11.86544 17.54942
H 7.09707 10.18838 17.84156
H 7.18214 10.75454 16.20006
H 9.37329 9.93240 18.13714
H 9.05514 9.28650 15.17558
H 8.18562 8.30306 16.28077
H 9.93701 8.40342 16.40292
H 10.86349 10.56224 16.62978
C 14.73510 13.71776 13.90796
C 13.49799 14.39378 13.44106
C 12.34816 14.22012 14.39530
O 13.84551 15.74668 13.33192
H 14.96101 13.92430 14.95410
H 15.62184 13.75090 13.27496
H 14.52393 12.64864 13.88598
H 13.26180 14.04206 12.43676
H 11.67479 13.38274 14.21234
H 11.67769 15.07250 14.50484
H 12.70783 13.95188 15.38868
H 14.34872 16.10950 14.06454
C 17.22453 9.25740 13.11356
C 17.02078 10.72868 13.22238
C 18.12152 11.55590 12.49858
O 15.80055 10.99788 12.58284
H 17.27708 8.95420 12.06790
H 16.34862 8.71381 13.46766
H 18.11878 8.96022 13.66138
H 16.87686 11.04644 14.25506
H 19.11837 11.23166 12.79732
H 18.17318 12.63684 12.62892
H 18.21451 11.35828 11.43068
H 15.14674 10.48626 13.06492
C 18.07073 9.12768 9.28214
C 16.98136 8.74079 8.26317
C 15.56304 8.41229 8.89838
O 16.78710 9.75000 7.38804
H 18.09435 8.32772 10.02214
H 17.68125 9.99132 9.82114
H 19.05720 9.27174 8.84142
H 17.26472 7.83592 7.72556
H 14.86987 9.18561 9.22943
H 15.67249 7.74210 9.75102
H 15.07717 7.80540 8.13435
H 16.02542 10.30749 7.56310
C 11.13122 10.19472 13.13342
C 12.51335 9.51846 13.00196
C 13.07848 9.41704 11.60796
O 13.40267 10.34742 13.68264
H 10.85866 11.10226 12.59472
H 11.03345 10.48418 14.17972
H 10.40614 9.43468 12.84238
H 12.59038 8.54360 13.48342
H 12.36208 8.80612 11.05874
H 14.05838 8.94430 11.67434
H 13.14281 10.32253 11.00460
H 12.90619 10.70514 14.42234

Cartesian forces (eV/Å) of the 6 atoms listed first:
0.779 0.031 -3.981
-1.787 1.698 -0.478
2.646 -0.917 4.672
-1.412 -0.954 0.044
0.403 0.368 -0.063
-0.441 -0.250 -0.251

Computed properties:
Net charge: 0
Frontier orbital gap: 8.984 eV
SMILES: NC(N)=O.NC(N)=O.NC(N)=O.NC(N)=O.CC(C)O.CC(C)O.CC(C)O.CC(C)O.CC(C)O.CC(C)O
Maximum force: 5.73 eV/A
E: -2067.10408 Eh
ΔE to the lowest compared entry with this formula, charge and spin: 2.638 eV

=====

[4]
ORCA calculation (ωB97M-V/def2-TZVPD) on a 10-piece molecular cluster, C22H64N8O10 overall at a distorted geometry.

Atoms and positions in Å:
N -2.21124 2.66114 2.13510
C -3.22514 1.92344 2.29244
N -3.83370 1.73776 1.11967
O -3.61989 1.33311 3.25205
H -2.10349 3.19676 1.28562
H -1.62537 2.86199 2.93292
H -3.38506 2.14572 0.31195
H -4.65631 1.18148 0.93536
N -1.24336 0.13748 4.32513
C -1.14940 0.49724 5.56008
N -2.23913 1.00950 6.05923
O -0.20715 0.27314 6.23049
H -1.99139 0.37908 3.69096
H -0.34478 -0.02830 3.89479
H -3.06388 1.17368 5.49983
H -2.15733 1.30729 7.02086
N 3.48271 -3.18823 2.94863
C 2.50157 -2.37738 3.06666
N 1.42227 -2.84462 2.52549
O 2.58652 -1.25022 3.41284
H 4.38015 -2.72685 2.90587
H 3.21779 -4.10794 2.62607
H 1.44854 -3.83424 2.32534
H 0.61419 -2.29939 2.26125
N 0.46992 -4.16635 -0.74624
C 1.14927 -5.08051 -0.03614
N 0.83553 -6.19034 -0.52022
O 1.90206 -4.96065 0.90897
H 0.06426 -4.45900 -1.62367
H 0.73847 -3.20645 -0.58317
H 1.19926 -6.95028 0.03682
H 0.00181 -6.32789 -1.07349
C -2.80228 -2.16527 2.90924
C -3.19419 -2.90698 1.56547
C -2.40104 -4.21448 1.39841
O -4.58072 -3.13754 1.58953
H -3.30171 -1.21722 2.70961
H -1.72311 -2.24121 3.04238
H -3.23169 -2.60969 3.80714
H -2.82258 -2.39924 0.67540
H -2.59604 -4.76082 0.47559
H -2.52326 -4.96906 2.17543
H -1.33195 -4.01744 1.31887
H -4.88815 -3.60093 2.37205
C 0.56482 2.12900 -6.43310
C -0.78980 1.63843 -5.94330
C -1.96284 2.63138 -6.09433
O -1.17262 0.46807 -6.80165
H 1.33059 1.36916 -6.27711
H 0.86244 3.09595 -6.02749
H 0.51567 2.42636 -7.48060
H -0.70908 1.12544 -4.98495
H -2.88941 2.17604 -5.74468
H -2.18836 2.89979 -7.12641
H -1.82808 3.56729 -5.55210
H -1.71473 -0.17441 -6.33804
C 3.57547 2.29394 2.34588
C 2.19780 1.93077 1.80777
C 1.88931 2.61568 0.44880
O 2.13396 0.50067 1.44016
H 3.81361 1.62726 3.17470
H 3.50369 3.30470 2.74751
H 4.44092 2.07111 1.72182
H 1.44884 2.11218 2.57866
H 2.33775 2.03472 -0.35711
H 2.31294 3.61673 0.36798
H 0.83810 2.46599 0.20252
H 2.34677 0.06137 2.26679
C -3.07885 5.51265 -2.40488
C -2.61678 4.12529 -2.20865
C -1.10229 4.09228 -2.49251
O -2.97306 3.75969 -0.90661
H -4.12620 5.68222 -2.15507
H -3.11863 5.93984 -3.40689
H -2.46587 6.09059 -1.71325
H -3.11756 3.48174 -2.93195
H -0.72849 3.07050 -2.55824
H -0.42241 4.55382 -1.77638
H -0.85013 4.49416 -3.47384
H -3.15896 4.58713 -0.45673
C 5.91167 -1.07989 -0.38467
C 4.65828 -1.32117 -1.15670
C 3.91420 -2.53607 -0.71038
O 3.94509 -0.19935 -0.84951
H 5.72920 -1.13912 0.68832
H 6.25326 -0.05281 -0.51323
H 6.76425 -1.72404 -0.59984
H 4.89252 -1.38152 -2.21952
H 3.04948 -2.71658 -1.34897
H 3.55803 -2.46098 0.31704
H 4.57010 -3.40663 -0.70678
H 3.53102 -0.25578 0.01476
C -1.28061 0.04138 0.05596
C -0.34079 -0.93575 -0.70405
C 0.30481 -0.32793 -1.98370
O 0.65065 -1.32785 0.23335
H -1.74222 -0.47165 0.89965
H -2.01368 0.47995 -0.62107
H -0.72655 0.83359 0.55948
H -0.98377 -1.78745 -0.92605
H 1.09088 0.41916 -1.87393
H -0.42565 0.09089 -2.67589
H 0.84579 -1.09640 -2.53585
H 1.18448 -0.60179 0.56421

Cartesian forces (eV/Å) of the 6 atoms listed first:
5.290 3.939 0.808
-3.852 -2.752 -2.212
-1.302 0.078 -2.948
-0.504 -1.053 3.663
0.270 -0.123 0.278
-0.050 0.106 -0.202

Computed properties:
Net charge: 0
Frontier orbital gap: 9.210 eV
SMILES: NC(N)=O.NC(N)=O.NC(N)=O.NC(N)=O.CC(C)O.CC(C)O.CC(C)O.CC(C)O.CC(C)O.CC(C)O
Maximum force: 8.37 eV/A
E: -2067.08889 Eh
ΔE to the lowest compared entry with this formula, charge and spin: 3.051 eV